1.
86
Properties=species:S:1:pos:R:3:forces:R:3 method="wB97M-V/def2-TZVPD" total_charge=+1 homo_lumo_gap_ev=7.3 e_tot_ev=-59780.740 e_above_lowest_ev=1.474 largest_force_ev_per_a=2.0 homo_ev=-9.9
Pt 0.0630 0.0813 -0.1215 -0.929 -1.186 -0.064
C -3.9298 -0.1445 -3.4084 0.055 0.001 0.206
C -2.5870 0.4286 -2.9490 0.445 0.155 0.224
C -1.4578 -0.4807 -3.4408 0.088 0.105 0.040
C -2.3889 1.8282 -3.5304 -0.015 0.025 0.162
P -2.3435 0.4988 -1.0662 0.626 -1.155 0.252
C -3.0481 -1.1818 -0.5622 0.017 0.172 0.125
N -1.9658 -2.1320 -0.4331 -0.271 0.262 -0.336
B -0.5950 -1.8159 -0.3266 0.634 1.896 0.049
N 0.1303 -2.9881 -0.0300 0.533 0.049 -0.132
C 1.5198 -3.0632 0.3504 0.102 0.120 0.077
P 2.1708 -1.3017 0.5445 -0.680 -0.386 -1.329
C 3.2034 -0.9540 -1.0080 -0.115 0.026 0.203
C 2.4020 -1.4621 -2.2081 -0.266 -0.028 0.171
C 4.5985 -1.5719 -1.0132 -0.158 0.092 0.047
C 3.2613 0.5743 -1.0977 -0.165 0.079 0.133
C 3.2285 -1.4239 2.1297 -0.607 0.561 -0.115
C 2.1910 -1.5602 3.2514 -0.035 0.006 -0.054
C 3.9556 -0.0924 2.3206 -0.057 -0.007 -0.151
C 4.2098 -2.5921 2.1832 -0.179 0.079 -0.344
C -0.7758 -4.0346 -0.0477 -0.610 -0.564 -0.001
C -0.5830 -5.3972 0.1163 0.109 0.332 -0.011
C -1.6919 -6.2254 0.0604 -0.233 -0.077 -0.002
C -2.9628 -5.7096 -0.1622 0.073 -0.228 0.038
C -3.1704 -4.3509 -0.3422 0.105 0.304 -0.025
C -2.0723 -3.5073 -0.2869 0.051 -0.774 0.154
C -3.4730 1.8186 -0.2615 0.561 -0.060 0.077
C -3.5358 1.5295 1.2404 0.107 -0.167 -0.099
C -2.7269 3.1505 -0.4341 0.079 -0.102 -0.041
C -4.8957 1.9051 -0.8036 0.226 -0.170 -0.136
H -4.1013 0.1527 -4.4417 0.011 0.024 -0.100
H -4.7633 0.2185 -2.8163 -0.156 0.009 -0.014
H -3.9289 -1.2320 -3.3846 -0.035 -0.074 0.036
H -1.5136 -0.5959 -4.5215 -0.111 0.020 -0.158
H -1.5289 -1.4700 -2.9913 0.077 -0.098 -0.001
H -0.4859 -0.0522 -3.1914 0.016 -0.080 -0.015
H -2.2211 1.7640 -4.6046 0.004 -0.063 -0.082
H -1.5241 2.3180 -3.0842 0.088 0.107 -0.038
H -3.2679 2.4501 -3.3730 -0.015 0.105 0.017
H -3.7829 -1.5268 -1.2917 -0.013 0.074 0.047
H -3.5544 -1.0637 0.4015 -0.069 -0.013 -0.102
H 2.1096 -3.6230 -0.3850 0.055 0.062 0.112
H 1.6081 -3.5768 1.3146 0.071 0.016 -0.113
H 2.3911 -2.5472 -2.2652 -0.010 -0.153 -0.021
H 2.8386 -1.0870 -3.1323 0.127 0.072 -0.037
H 1.3668 -1.1046 -2.1436 0.156 -0.086 -0.130
H 4.5468 -2.6428 -0.8272 0.090 -0.112 -0.008
H 5.2446 -1.1078 -0.2717 0.083 -0.035 0.071
H 5.0623 -1.4263 -1.9887 0.001 0.032 -0.074
H 2.2401 0.9877 -1.0057 0.323 -0.002 -0.136
H 3.6688 0.8963 -2.0547 0.067 -0.047 -0.099
H 3.8770 1.0000 -0.3090 0.045 0.112 0.090
H 1.6725 -0.6184 3.4119 -0.084 0.080 0.010
H 2.6796 -1.8368 4.1837 0.116 -0.017 0.075
H 1.4463 -2.3212 3.0313 -0.120 -0.136 0.070
H 3.2828 0.7407 2.1136 0.020 0.129 0.037
H 4.8273 -0.0083 1.6782 0.088 0.053 -0.114
H 4.2943 0.0023 3.3502 0.048 -0.048 0.135
H 3.7011 -3.5467 2.0821 -0.005 -0.170 0.005
H 4.7119 -2.5827 3.1498 -0.025 0.035 0.119
H 4.9749 -2.5188 1.4179 0.059 -0.043 -0.054
H 0.4041 -5.8086 0.2698 0.090 0.002 0.053
H -1.5659 -7.2889 0.1931 0.006 -0.087 -0.006
H -3.8060 -6.3818 -0.1983 -0.079 -0.054 -0.013
H -4.1643 -3.9680 -0.5255 -0.059 0.058 0.009
H -2.5364 1.4893 1.6592 0.072 -0.005 0.132
H -4.0489 0.5975 1.4640 -0.049 -0.058 0.060
H -4.0775 2.3291 1.7447 -0.059 0.099 -0.052
H -1.6656 3.0180 -0.2098 0.028 0.096 0.046
H -3.1231 3.8959 0.2542 -0.106 0.029 0.051
H -2.8117 3.5469 -1.4399 -0.005 0.045 -0.135
H -5.4234 0.9633 -0.6643 -0.106 -0.081 -0.068
H -4.9156 2.1823 -1.8535 -0.078 -0.008 -0.099
H -5.4425 2.6677 -0.2493 0.022 0.081 0.068
N -0.2291 3.1901 4.6217 0.066 0.249 0.058
C -0.5041 2.0589 3.9431 -0.134 -0.349 0.102
C -0.0097 1.8215 2.6470 -0.281 -0.692 -0.155
N -0.2643 0.6701 2.0249 -0.064 1.007 1.444
C -0.9833 -0.2606 2.6784 0.247 0.234 -0.181
C -1.4694 -0.0031 3.9411 0.080 0.291 0.023
N -1.2515 1.1453 4.5688 0.101 0.110 -0.007
H 0.2176 3.9715 4.1812 -0.003 0.041 -0.005
H -0.7023 3.3289 5.4960 -0.003 0.060 0.075
H 0.5810 2.5597 2.1236 0.045 0.073 -0.056
H -1.1662 -1.1961 2.1705 -0.026 -0.069 -0.046
H -2.0661 -0.7293 4.4687 -0.095 -0.185 0.056

---

2.
86
Properties=species:S:1:pos:R:3:forces:R:3 method="wB97M-V/def2-TZVPD" total_charge=+2 homo_lumo_gap_ev="6.6 / 4.6" e_tot_ev=-135755.418 e_above_lowest_ev=5.984 largest_force_ev_per_a=2.3 homo_ev="-13.7 / -13.3"
N -5.1323 -0.8943 3.7689 0.002 0.009 0.133
C -3.9343 -0.4658 4.1765 0.096 0.167 -0.452
C -3.0012 0.1370 3.3233 -0.314 0.067 -0.738
C -3.3492 0.3144 1.9550 -0.986 -0.815 0.589
C -4.6594 -0.0645 1.5708 0.224 -0.157 0.514
C -5.4987 -0.6865 2.5072 0.407 0.402 -0.555
C -2.4327 0.8291 0.9437 -0.219 0.085 -0.500
Be -0.0831 2.1692 -3.4351 1.505 0.127 -1.018
P 2.0674 0.2117 -1.2193 -0.112 0.550 -0.312
C -2.7472 0.9159 -0.3801 0.925 -0.174 0.399
C -2.0069 1.7601 -1.3188 0.207 -0.725 -0.125
C -2.2126 1.5878 -2.7187 0.045 0.416 0.283
C -1.8663 2.6228 -3.6192 -0.519 -0.307 0.621
C -0.9637 3.6021 -3.1500 -1.867 1.342 0.467
C -0.4906 3.5954 -1.8449 -0.313 -0.486 0.682
C -1.1415 2.7733 -0.8919 0.264 0.427 0.038
Br 0.7575 3.7060 -4.7887 0.716 -0.979 -0.167
H -1.4444 1.1268 1.2991 -0.187 0.408 -0.035
H -3.5527 0.3314 -0.8252 -0.110 0.470 0.308
H -2.0398 0.4737 3.7137 -0.118 -0.138 -0.162
H -5.0304 0.1204 0.5601 0.096 -0.103 0.401
H -3.7069 -0.6153 5.2341 -0.027 0.038 -0.303
H -6.5009 -1.0107 2.1957 0.427 0.095 0.314
H -2.7164 0.6927 -3.0626 -0.319 0.182 -0.063
H -0.9958 2.9427 0.1887 0.081 -0.111 -0.645
H -2.3239 2.6632 -4.6092 0.504 -0.069 0.053
H 0.3085 4.2634 -1.5271 -0.133 -0.013 -0.169
P -0.4738 -2.1374 -0.8095 -0.238 -1.649 -0.292
C 2.4775 1.8690 -0.4731 -0.606 -0.328 0.533
C 3.2051 2.9018 -1.3217 0.341 0.137 -0.135
H 3.0424 1.6570 0.4467 -0.184 -0.028 -0.177
H 1.5103 2.2786 -0.1338 0.340 -0.156 0.028
H 3.3760 3.7936 -0.7084 -0.040 -0.136 -0.083
H 4.1879 2.5486 -1.6506 -0.206 0.090 0.010
H 2.6390 3.2312 -2.2006 0.097 -0.095 0.099
C 2.0270 0.6031 -3.0577 -0.802 -0.567 0.434
C 3.3003 0.5662 -3.8960 0.294 0.566 -0.733
H 1.6023 1.6445 -3.0977 0.339 -0.097 0.112
H 1.2764 -0.0710 -3.5087 0.226 0.032 0.094
H 3.0346 0.8070 -4.9330 0.016 -0.107 0.134
H 4.0598 1.3111 -3.6123 -0.450 -0.294 0.109
H 3.7749 -0.4216 -3.9152 -0.301 0.143 0.145
C 3.4832 -0.8964 -0.9232 -0.264 -0.220 -0.020
C 4.8388 -0.2667 -1.1674 0.503 0.060 -0.079
H 3.3292 -1.7805 -1.5626 0.059 0.251 0.236
H 3.3971 -1.2277 0.1259 -0.015 0.130 -0.391
H 5.6057 -1.0166 -0.9509 -0.002 0.200 0.024
H 4.9606 0.0368 -2.2098 0.111 -0.043 0.383
H 5.0055 0.5990 -0.5183 0.050 -0.174 -0.111
C 0.4265 -3.4794 0.0970 0.375 0.348 0.472
C 1.8307 -3.8141 -0.3908 0.249 -0.034 -0.004
H -0.2045 -4.3812 0.0770 -0.033 0.359 -0.158
H 0.4825 -3.1538 1.1471 -0.119 -0.219 -0.253
H 2.1432 -4.7876 0.0104 -0.093 0.257 -0.145
H 1.8873 -3.8655 -1.4835 0.046 -0.107 0.165
H 2.5590 -3.0739 -0.0447 -0.231 -0.290 -0.070
C -0.4754 -2.8278 -2.5267 0.578 0.525 -0.031
C -1.5053 -2.2224 -3.4767 -0.041 -0.176 -0.139
H -0.6266 -3.9128 -2.4224 0.096 0.250 0.010
H 0.5404 -2.6571 -2.9152 -0.246 -0.238 -0.082
H -1.4023 -2.6931 -4.4615 -0.067 0.163 0.165
H -2.5330 -2.3982 -3.1408 0.179 0.070 -0.022
H -1.3587 -1.1443 -3.6042 0.002 -0.084 0.023
C -2.1971 -2.6286 -0.3313 -0.398 0.836 0.109
C -2.3728 -2.8669 1.1637 -0.029 0.023 0.240
H -2.4754 -3.5250 -0.9100 0.302 0.253 0.054
H -2.8578 -1.8103 -0.6594 0.070 -0.353 0.099
H -3.4332 -2.9978 1.4027 0.175 -0.006 -0.038
H -1.8369 -3.7595 1.5018 -0.153 0.166 -0.058
H -2.0157 -2.0100 1.7444 -0.040 -0.152 -0.033
C -0.5453 3.4800 3.1679 -0.369 0.404 0.281
O 0.3721 2.5889 2.5222 0.337 -1.306 0.421
P 1.3640 1.5675 3.3790 -0.091 -0.449 0.789
O 0.3739 1.1377 4.6419 0.207 0.262 -0.878
C 0.7607 0.2089 5.6729 -0.087 0.109 0.408
O 1.2277 0.2197 2.4098 -0.474 0.752 -0.397
C 1.6220 -1.0800 2.8378 0.163 -0.182 -0.066
H -1.4066 3.5874 2.4983 0.129 0.038 0.164
H -0.0853 4.4662 3.3238 -0.057 -0.326 -0.096
H -0.9003 3.0962 4.1337 0.171 0.013 -0.336
H 1.8497 0.0768 5.7791 -0.308 0.227 -0.202
H 0.3683 0.6036 6.6176 0.156 -0.103 -0.251
H 0.2951 -0.7682 5.4898 0.128 0.244 -0.076
H 2.1300 -1.0979 3.8140 -0.117 0.104 -0.368
H 0.7316 -1.7213 2.8898 0.195 0.160 0.113
H 2.3055 -1.4885 2.0775 -0.153 0.033 0.308

---

3.
105
Properties=species:S:1:pos:R:3:forces:R:3 method="wB97M-V/def2-TZVPD" total_charge=+1 homo_lumo_gap_ev=8.6 e_tot_ev=-238646.968 largest_force_ev_per_a=2.7 homo_ev=-11.6
C 8.5717 5.0772 2.5090 -0.705 0.373 0.653
C 7.9336 3.7549 2.9871 0.261 0.371 -0.303
C 7.7767 2.5813 1.9803 1.256 1.049 0.447
I 9.4946 2.6949 0.6520 -0.307 -0.316 0.034
N 6.4159 2.5036 1.2877 0.270 0.721 0.233
C 6.1525 3.8346 0.6598 -0.563 0.964 -1.184
C 4.8880 3.9520 -0.1799 0.040 -1.300 0.361
N 4.5929 5.1027 -0.5317 -0.474 1.495 -0.429
C 5.3343 2.3711 2.4017 -1.437 -1.352 1.842
N 5.8198 1.8033 3.6198 0.449 0.045 -0.282
C 4.0460 1.6111 1.9674 -1.229 0.273 -0.750
C 2.7946 2.5288 1.9866 -0.026 -0.321 0.216
Br 2.2824 2.5444 3.9079 0.371 0.299 -0.286
C 1.6130 1.9393 1.2188 -0.735 -0.216 0.792
C 0.2217 2.3795 1.7036 -0.083 0.057 -1.102
Br 1.6954 2.2629 -0.7052 0.288 0.138 0.081
O 4.1138 0.9400 0.6988 0.380 0.183 0.756
C 5.3116 0.2825 0.6248 -0.551 0.148 -1.687
F 5.6309 -0.4057 1.7410 0.133 0.406 1.045
Cl 5.1417 -0.9901 -0.5877 0.030 0.189 -0.145
C 6.4364 1.3294 0.3320 0.414 -1.724 0.745
C 6.5898 1.5466 -1.1803 0.957 0.915 -0.327
F 7.2473 2.6455 -1.5654 0.139 0.763 0.510
F 7.3288 0.5595 -1.6290 0.285 -1.178 -0.344
F 5.4537 1.5993 -1.8158 -1.390 -0.288 -0.509
H 8.2679 5.3948 1.5174 0.202 -0.113 -0.194
H 9.6465 5.1060 2.6293 0.180 -0.229 -0.338
H 8.2002 5.8579 3.1780 0.015 0.015 0.020
H 8.5756 3.3732 3.7787 -0.050 -0.219 0.051
H 7.0045 4.0264 3.4855 -0.198 -0.302 -0.162
H 7.9895 1.6646 2.5040 -0.620 -0.354 -0.082
H 6.9689 4.1857 0.0349 0.267 -0.633 -0.041
H 6.0637 4.6369 1.3847 0.046 -0.449 0.646
H 4.2469 3.1169 -0.4703 0.421 -0.356 0.278
H 3.7384 5.0854 -1.0893 0.044 0.209 -0.032
H 4.9633 3.3478 2.6858 0.559 0.536 -0.692
H 5.7298 2.4397 4.3964 0.081 -0.128 0.069
H 5.4630 0.8901 3.8556 0.017 -0.004 -0.116
H 3.7650 0.8397 2.6780 0.628 -0.118 0.255
H 3.0147 3.5705 1.7698 -0.149 0.003 -0.278
H 1.6436 0.8606 1.3619 0.155 -0.118 -0.357
H -0.4651 2.1385 0.8936 -0.129 -0.051 0.057
H -0.1226 1.8144 2.5617 0.208 0.158 0.280
H 0.1496 3.4570 1.8342 0.068 0.025 0.290
H 7.2987 0.7328 0.6228 0.415 0.396 -0.194
C -2.7025 3.2710 -3.9802 0.095 0.040 -0.254
O -2.8173 3.2141 -2.5560 0.027 -0.015 0.065
C -4.0020 2.7848 -2.1172 0.008 0.110 0.061
O -4.9321 2.4554 -2.8063 0.127 0.378 0.182
O -3.9739 2.7794 -0.7827 0.065 -0.016 -0.055
C -5.1886 2.3356 -0.1708 -0.199 -0.054 0.192
H -1.7016 3.6304 -4.2040 0.020 0.007 0.193
H -2.8281 2.2812 -4.4166 -0.130 0.029 0.010
H -3.4289 3.9662 -4.3973 -0.082 -0.107 0.010
H -5.4104 1.3086 -0.4562 -0.047 0.052 -0.101
H -6.0152 2.9916 -0.4377 -0.001 -0.074 -0.111
H -5.0370 2.3780 0.9044 0.178 0.063 -0.049
C -6.8841 -3.8025 -5.7810 -0.146 -0.240 -0.176
O -5.8576 -3.1599 -5.0185 0.037 0.071 0.033
C -6.1845 -1.9467 -4.5693 0.036 -0.062 -0.014
O -7.2321 -1.3826 -4.7524 0.092 -0.035 0.030
O -5.1464 -1.4653 -3.8805 -0.008 -0.072 0.040
C -5.3559 -0.1567 -3.3354 -0.027 -0.120 -0.020
H -6.5024 -4.7724 -6.0865 0.148 0.046 0.114
H -7.7758 -3.9528 -5.1754 -0.026 0.116 -0.038
H -7.1220 -3.2223 -6.6710 -0.075 0.081 0.092
H -6.1884 -0.1628 -2.6331 -0.079 0.040 -0.118
H -5.5319 0.5647 -4.1259 -0.121 -0.032 0.002
H -4.4507 0.1160 -2.8058 0.123 -0.257 -0.078
C -0.6114 -2.1435 8.1914 -0.192 -0.241 0.028
O 0.4378 -1.2184 8.4902 0.052 0.092 -0.039
C 0.4667 -0.1447 7.7063 -0.022 -0.102 0.084
O -0.2901 0.0961 6.7997 0.123 0.004 0.021
O 1.4887 0.6263 8.0951 -0.009 -0.040 -0.013
C 1.6341 1.8226 7.3369 0.057 0.249 -0.026
H -0.5216 -2.9642 8.8971 0.156 0.106 0.068
H -1.5851 -1.6737 8.3169 0.028 0.051 -0.114
H -0.5036 -2.5330 7.1802 -0.048 0.109 -0.030
H 0.7503 2.4522 7.4319 -0.045 -0.070 -0.102
H 1.8187 1.5867 6.2885 -0.143 -0.046 0.107
H 2.4904 2.3586 7.7388 0.014 -0.163 0.130
C -8.1056 -9.3919 -5.7027 0.150 -0.126 0.190
O -9.0769 -9.2130 -6.7342 -0.022 0.046 -0.038
C -9.1693 -7.9640 -7.1926 -0.058 -0.062 -0.034
O -8.5202 -7.0219 -6.8137 -0.017 -0.039 -0.015
O -10.1045 -7.9392 -8.1422 0.041 -0.031 0.047
C -10.3149 -6.6541 -8.7296 -0.109 0.198 -0.161
H -8.1308 -10.4410 -5.4211 -0.140 -0.012 -0.138
H -7.1089 -9.1469 -6.0662 -0.036 0.120 0.028
H -8.3526 -8.7859 -4.8324 0.059 0.093 -0.067
H -9.4067 -6.2994 -9.2144 0.031 0.035 0.118
H -10.6503 -5.9389 -7.9803 0.125 0.009 0.025
H -11.0927 -6.7709 -9.4792 0.003 -0.189 0.058
C -1.4081 -2.0873 3.2155 -0.107 0.007 0.281
O -1.1193 -1.5687 1.9137 0.085 0.026 -0.074
C -0.7042 -2.4881 1.0343 -0.044 0.051 0.000
O -0.5603 -3.6611 1.2533 0.011 0.114 -0.003
O -0.4718 -1.8700 -0.1264 0.030 0.092 0.075
C -0.0146 -2.7303 -1.1733 0.074 -0.092 -0.268
H -1.7305 -1.2496 3.8287 0.043 0.097 -0.152
H -2.2109 -2.8207 3.1670 0.101 -0.084 -0.040
H -0.5169 -2.5284 3.6597 -0.036 -0.105 -0.073
H -0.7611 -3.4885 -1.4014 0.054 -0.061 0.102
H 0.9317 -3.1964 -0.9024 -0.084 -0.093 0.074
H 0.1362 -2.1087 -2.0518 -0.073 0.144 0.114